# 1
{
  "formula": "C10H7F2N",
  "method": "the ωB97M-V functional and the def2-TZVPD basis",
  "symbols": ["C", "C", "C", "C", "C", "C", "C", "C", "C", "C", "N", "F", "F", "H", "H", "H", "H", "H", "H", "H"],
  "positions_angstrom": [[-1.98766, -1.72588, 0.33714], [2.61925, 0.29224, 0.14752], [2.41365, -0.78955, -0.62356], [1.57428, 0.98509, 0.65063], [1.16960, -1.28637, -0.88577], [0.28902, 0.58274, 0.35119], [0.04025, -0.63284, -0.43570], [-0.89623, 1.33517, 0.80817], [-1.36859, -0.92049, -0.64695], [-2.04589, 0.99064, -0.10838], [-2.45899, -2.43351, 1.08952], [-2.04377, 1.65302, -1.25471], [-3.29892, 0.79304, 0.35588], [3.61744, 0.54025, 0.36539], [3.20688, -1.43148, -0.96764], [1.75730, 1.85307, 1.29505], [1.04061, -2.29060, -1.32214], [-1.13481, 1.28061, 1.84053], [-0.64020, 2.29540, 0.61453], [-1.85324, -1.09055, -1.61068]],
  "atomic_forces_ev_per_a": [[0.6, 0.2, -0.8], [1.0, 0.0, -0.1], [0.5, -2.1, -0.8], [-1.3, 1.2, 0.8], [-1.8, -1.3, -0.2], [0.0, -2.5, -1.0], [1.7, 2.8, 1.1], [-1.3, -1.4, -0.8], [-2.3, 3.1, 0.5], [0.7, -4.7, -0.6], [-0.9, -1.1, 1.5], [-0.4, 0.4, 0.2], [1.1, 0.9, -0.2], [1.1, 0.6, 0.3], [0.6, 0.3, 0.0], [-0.2, -0.3, -0.3], [0.2, 0.7, -0.2], [-0.4, -0.6, 0.9], [0.4, 3.5, -0.4], [0.7, 0.1, -0.1]],
  "lowdin_charge": [-0.25, -0.10, -0.10, -0.03, -0.03, -0.14, -0.16, -0.04, -0.08, -0.32, 0.16, 0.14, 0.11, 0.10, 0.11, 0.13, 0.13, 0.14, 0.10, 0.14],
  "total_charge": 0,
  "gap_ev": 9.85,
  "e_homo_ev": -9.35
}



# 2
{
  "formula": "C10H7F2O2",
  "method": "the ωB97M-V functional and the def2-TZVPD basis",
  "symbols": ["C", "C", "C", "C", "C", "C", "C", "C", "C", "C", "O", "O", "F", "F", "H", "H", "H", "H", "H", "H", "H"],
  "positions_angstrom": [[-2.92024, 0.21389, -0.78487], [-2.05962, 1.07006, -1.48209], [-2.45792, -0.64480, 0.20080], [-0.73018, 1.10747, -1.09497], [-1.17728, -0.58856, 0.63483], [-0.27489, 0.32755, -0.04179], [2.15470, 1.42733, -0.07820], [1.75745, -0.58417, 1.40953], [1.05226, 0.37480, 0.41387], [1.87092, -1.54934, 0.30920], [1.85354, 2.35470, -0.84462], [3.27119, 1.17957, 0.40126], [0.99986, -2.51014, 0.01414], [2.94097, -1.84794, -0.47327], [-3.89288, 0.03449, -0.93809], [-2.36658, 1.64183, -2.23086], [-3.02464, -1.35717, 0.69303], [-0.14021, 1.71483, -1.68742], [-0.87999, -1.23965, 1.44335], [2.84343, -0.34376, 1.73416], [1.18010, -0.78103, 2.40201]],
  "atomic_forces_ev_per_a": [[2.6, -0.1, 0.3], [0.6, -3.2, 4.1], [1.1, 1.2, -0.3], [-1.8, -0.8, 0.0], [1.4, 1.4, -1.1], [-1.1, -1.8, 1.7], [-0.3, -0.6, 0.1], [0.1, -0.7, 2.1], [5.1, -1.0, -0.5], [-0.7, 1.5, -1.0], [-0.7, 0.1, -0.1], [0.9, 0.2, 0.1], [-0.7, 0.1, 0.5], [-0.3, 1.0, 1.3], [-3.7, 0.2, -1.4], [-1.4, 2.4, -3.1], [-1.8, -1.1, 0.6], [1.7, 1.0, -0.4], [0.4, 0.1, 0.0], [-2.1, 0.5, -0.9], [0.7, -0.5, -1.7]],
  "lowdin_charge": [-0.10, -0.06, -0.12, -0.01, -0.04, -0.18, -0.68, -0.12, -0.05, -0.30, -0.05, -0.08, 0.10, 0.09, 0.04, 0.05, 0.07, 0.08, 0.09, 0.14, 0.13],
  "total_charge": -1,
  "gap_ev": [7.05, 7.05],
  "e_homo_ev": [-3.58, -3.58]
}



# 3
{
  "formula": "C10H8ClNOS",
  "method": "the ωB97M-V functional and the def2-TZVPD basis",
  "symbols": ["O", "C", "C", "C", "S", "N", "C", "C", "C", "C", "C", "Cl", "C", "C", "H", "H", "H", "H", "H", "H", "H", "H"],
  "positions_angstrom": [[2.73923, 0.24264, 1.43352], [1.58721, 0.26726, 1.89045], [1.28790, 1.17785, 2.91535], [-0.05876, 1.12281, 3.26745], [-0.86751, -0.22201, 2.47358], [0.56018, -0.57529, 1.61676], [0.55743, -1.49125, 0.48698], [-0.08874, -0.81540, -0.67597], [0.66405, -0.11398, -1.64235], [0.10477, 0.48078, -2.74803], [-1.24936, 0.39703, -2.97400], [-2.04404, 1.37503, -4.21808], [-2.04189, -0.20217, -2.00075], [-1.47467, -0.82030, -0.87320], [2.01597, 1.92335, 3.27526], [-0.53195, 1.77832, 4.02559], [1.57957, -1.78591, 0.24167], [0.02727, -2.38027, 0.74071], [1.73034, 0.03406, -1.54665], [0.78355, 0.99302, -3.43376], [-3.10814, -0.11629, -2.11205], [-2.17244, -1.26930, -0.14247]],
  "atomic_forces_ev_per_a": [[-1.0, -0.8, -0.9], [3.4, -0.3, -0.3], [-3.7, 1.8, 1.9], [2.0, 0.0, 0.1], [0.4, 0.9, 0.3], [-0.3, -0.4, 0.2], [0.2, 0.7, -0.3], [-0.4, 0.5, -1.7], [0.1, -0.4, 0.7], [0.6, 0.2, -0.9], [-0.8, 0.8, 0.8], [0.5, -0.7, 0.3], [0.2, -0.1, 0.1], [-0.4, 0.0, -0.2], [-0.6, -0.6, -0.3], [0.1, -0.8, -0.7], [0.0, 0.3, 0.3], [-0.5, -0.7, 0.4], [0.1, -0.3, 0.3], [-0.4, 0.0, 0.1], [-0.3, -0.2, 0.1], [0.6, 0.2, -0.4]],
  "lowdin_charge": [0.02, -0.58, -0.08, -0.33, 1.01, -0.32, -0.14, -0.21, -0.02, -0.11, -0.64, 0.63, -0.10, -0.04, 0.13, 0.08, 0.14, 0.11, 0.12, 0.12, 0.10, 0.11],
  "total_charge": 0,
  "gap_ev": 9.00,
  "smiles": "O=c1ccsn1Cc1ccc(Cl)cc1",
  "e_homo_ev": -8.64
}



# 4
{
  "formula": "C10H8N",
  "method": "the ωB97M-V functional and the def2-TZVPD basis",
  "symbols": ["C", "C", "C", "C", "C", "C", "C", "C", "C", "C", "N", "H", "H", "H", "H", "H", "H", "H", "H"],
  "positions_angstrom": [[0.48700, -1.83477, -0.31269], [0.27054, -1.13250, -1.35966], [-0.92318, -0.23237, 1.58756], [-0.94765, 0.59410, 0.54380], [-1.48485, 1.25277, -0.70121], [0.76000, -1.92544, 0.96534], [0.16984, -0.01165, -2.00249], [0.53229, -0.61096, 1.78037], [1.33391, 0.33590, 0.88688], [0.40443, 0.89258, 0.11260], [-0.07145, 1.21511, -1.26946], [-1.71561, -0.67952, 2.15242], [-2.19548, 0.68761, -1.29870], [-1.82652, 2.27419, -0.54682], [1.16482, -2.77933, 1.47733], [0.49854, 0.31853, -3.87961], [0.87032, -0.73530, 2.80243], [2.40352, 0.33158, 0.82975], [0.26955, 2.03946, -1.76784]],
  "atomic_forces_ev_per_a": [[0.5, 0.5, -1.2], [-0.6, -0.2, -0.7], [0.9, -2.0, 2.5], [2.4, 3.0, -3.2], [-1.2, -0.5, 0.5], [-0.5, -0.8, 1.0], [1.2, -0.2, -4.9], [0.0, 0.9, 0.0], [1.5, -1.2, 1.7], [-4.5, 1.2, 0.6], [1.0, 0.2, -0.1], [-0.2, -0.1, 0.1], [0.1, 0.0, -0.3], [0.1, 0.0, -0.1], [0.1, -0.2, 0.1], [-0.9, -0.6, 3.7], [0.0, -0.1, 0.0], [0.3, 0.0, 0.0], [-0.1, 0.0, 0.1]],
  "mulliken_spin": [0.19, 0.12, 0.41, 0.22, 0.04, 0.29, 0.13, -0.08, 0.34, 0.20, -0.01, 0.01, 0.01, 0.01, 0.02, 0.15, -0.01, -0.01, 0.00],
  "s_squared": 2.026,
  "total_charge": 1,
  "gap_ev": [4.28, 6.03],
  "e_homo_ev": [-9.50, -13.19],
  "multiplicity": 3
}



# 5
{
  "formula": "C10H8N2",
  "method": "the ωB97M-V functional and the def2-TZVPD basis",
  "symbols": ["C", "C", "N", "C", "C", "C", "C", "C", "C", "N", "C", "C", "H", "H", "H", "H", "H", "H", "H", "H"],
  "positions_angstrom": [[-2.34411, -1.62924, -1.11148], [-3.27384, -0.58033, -1.24097], [-3.05122, 0.66438, -0.73698], [-1.83614, 0.88720, -0.17171], [-0.63608, -0.03141, -0.29525], [0.72899, 0.17967, 0.16473], [1.23761, -0.55282, 1.28809], [2.49119, -0.36174, 1.81215], [3.33171, 0.51538, 1.08478], [2.82354, 1.28609, 0.06131], [1.59494, 1.16861, -0.25691], [-1.03674, -1.31367, -0.71799], [-2.60285, -2.65571, -1.28716], [-4.21343, -0.72286, -1.73496], [-1.61470, 1.90387, 0.19615], [0.38484, -1.15680, 1.83573], [2.92436, -0.89463, 2.74785], [4.43374, 0.68625, 1.23850], [1.15936, 1.70437, -1.20557], [-0.42272, -2.20772, -0.39351]],
  "atomic_forces_ev_per_a": [[0.1, 1.7, -0.1], [1.3, 0.2, 0.7], [1.7, -1.0, 0.6], [2.4, -0.7, -1.9], [-4.4, 0.1, -0.3], [1.2, -0.4, 3.1], [-3.9, -0.7, 0.5], [2.4, -0.1, 0.6], [-0.5, 0.9, -1.0], [3.3, -0.4, 2.1], [-3.5, 0.1, -4.3], [0.1, -1.2, 1.9], [-0.2, -0.2, -0.3], [-0.5, -0.1, 0.0], [-0.5, -0.6, 0.0], [2.2, 0.8, -1.0], [-1.1, 0.9, -1.8], [-1.4, -0.4, 0.2], [1.2, -0.2, 1.9], [-0.1, 1.2, -1.1]],
  "lowdin_charge": [-0.07, -0.14, 0.05, -0.05, -0.16, -0.21, -0.04, -0.08, -0.11, 0.05, -0.17, -0.05, 0.09, 0.09, 0.11, 0.15, 0.13, 0.12, 0.15, 0.13],
  "total_charge": 0,
  "gap_ev": 9.36,
  "smiles": "c1cncc(-c2cccnc2)c1",
  "e_homo_ev": -9.13
}



# 6
{
  "formula": "C10H8N2",
  "method": "the ωB97M-V functional and the def2-TZVPD basis",
  "symbols": ["C", "C", "C", "C", "C", "N", "C", "C", "C", "N", "C", "C", "H", "H", "H", "H", "H", "H", "H", "H"],
  "positions_angstrom": [[-1.62494, -0.66305, -2.81537], [-1.69951, 0.64395, -2.35309], [-0.93327, 0.91911, -1.16313], [-0.37238, -0.17246, -0.45297], [0.48927, 0.15065, 0.74046], [1.58986, 0.70510, 0.68118], [2.30321, 1.06126, 1.70505], [1.82233, 0.71165, 2.99407], [0.59107, 0.11512, 3.04212], [-0.13177, -0.19014, 1.94498], [-0.31528, -1.36207, -0.97436], [-1.01797, -1.68153, -2.19313], [-2.29009, -0.82814, -3.77310], [-2.22350, 1.48792, -2.81686], [-0.97807, 1.70265, -0.65550], [3.29858, 1.66518, 1.57424], [2.39056, 1.01508, 3.73004], [0.00203, -0.23959, 3.95725], [0.17801, -2.35389, -0.36366], [-1.07814, -2.68680, -2.80823]],
  "atomic_forces_ev_per_a": [[-3.6, 1.4, -3.7], [2.3, 1.3, 2.9], [-1.8, -8.0, -4.8], [1.8, 4.3, 0.5], [-6.1, -2.8, 3.0], [4.4, 2.6, -3.3], [1.0, 0.3, 2.6], [-0.8, 0.1, -4.9], [-2.8, -1.8, 0.3], [1.6, 0.7, -0.7], [0.1, -8.3, -1.0], [1.3, -2.1, 0.0], [1.6, -0.1, 1.8], [0.1, -0.7, -0.1], [-0.3, 7.3, 3.6], [-2.0, -1.3, 0.1], [2.4, 1.1, 4.3], [1.5, 0.9, -0.9], [-1.2, 3.2, -1.7], [0.5, 1.8, 2.1]],
  "lowdin_charge": [-0.17, -0.05, 0.02, -0.22, -0.33, 0.12, -0.09, -0.04, -0.13, 0.14, -0.07, -0.10, 0.14, 0.11, 0.03, 0.15, 0.04, 0.13, 0.18, 0.14],
  "total_charge": 0,
  "gap_ev": 9.72,
  "smiles": "c1ccc(-c2ncccn2)cc1",
  "e_homo_ev": -9.19
}



# 7
{
  "formula": "C10H8N2O",
  "method": "the ωB97M-V functional and the def2-TZVPD basis",
  "symbols": ["C", "C", "N", "C", "C", "O", "C", "C", "C", "C", "N", "C", "C", "H", "H", "H", "H", "H", "H", "H", "H"],
  "positions_angstrom": [[-3.35670, -0.54906, 0.62408], [-3.52662, 0.61760, -0.19761], [-2.60716, 1.09755, -1.05530], [-1.36838, 0.57934, -1.02647], [-1.12187, -0.54726, -0.26059], [0.07336, -1.21887, -0.22898], [1.23746, -0.56954, -0.10528], [1.37646, 0.47727, 0.71448], [2.64670, 1.12294, 0.69346], [3.72392, 0.55317, 0.02272], [3.50339, -0.51662, -0.68498], [2.35581, -1.13533, -0.79352], [-2.10312, -1.12506, 0.56919], [-4.19422, -0.92399, 1.13418], [-4.48122, 1.02772, -0.24162], [-0.60436, 1.14731, -1.67645], [0.59791, 1.17262, 1.13161], [2.77047, 1.94869, 1.36462], [4.76311, 0.90573, 0.06923], [2.31664, -2.11675, -1.20885], [-2.00158, -1.94747, 1.15609]],
  "atomic_forces_ev_per_a": [[1.4, 2.5, -2.5], [1.7, -2.1, -0.3], [-0.4, 0.1, 1.4], [0.1, 0.7, -0.9], [0.1, -0.6, 1.1], [-0.9, -1.0, -0.6], [0.4, -1.9, -1.3], [1.4, 4.4, 0.2], [0.0, -0.9, 0.9], [-0.9, 1.2, 0.8], [1.4, -2.3, -1.5], [-0.8, 1.9, 2.1], [-1.3, 2.6, -1.6], [-0.7, -0.5, 0.9], [-1.5, 1.0, -0.2], [-1.1, -1.4, 1.1], [0.3, -1.7, -0.2], [0.2, 0.5, 0.0], [-0.6, 0.2, 0.0], [-0.2, -0.3, -0.7], [1.2, -2.4, 1.3]],
  "lowdin_charge": [-0.03, -0.12, 0.06, -0.08, -0.24, 0.03, -0.29, 0.00, -0.04, -0.17, 0.04, -0.04, 0.02, 0.09, 0.07, 0.16, 0.15, 0.09, 0.11, 0.11, 0.09],
  "total_charge": 0,
  "gap_ev": 9.58,
  "smiles": "c1cncc(Oc2cccnc2)c1",
  "e_homo_ev": -8.95
}



# 8
{
  "formula": "C10H8N4",
  "method": "the ωB97M-V functional and the def2-TZVPD basis",
  "symbols": ["N", "C", "C", "C", "C", "C", "C", "C", "C", "N", "C", "N", "C", "N", "H", "H", "H", "H", "H", "H", "H", "H"],
  "positions_angstrom": [[-3.35746, -0.54676, -1.45230], [-2.19622, -0.42640, -1.58039], [-0.76905, -0.27971, -1.50841], [-0.05252, 0.27788, -2.57298], [1.30228, 0.38742, -2.60344], [2.13518, -0.32353, -1.64680], [1.44015, -0.85427, -0.53663], [0.05474, -0.85594, -0.46515], [-0.52156, -1.27039, 0.91797], [-0.41441, -0.04819, 1.82882], [-1.39274, 0.66792, 2.40303], [-0.90306, 1.73131, 2.99575], [0.42971, 1.70512, 2.54138], [0.79201, 0.66350, 1.82735], [-0.69513, 0.76962, -3.24744], [1.93184, 1.03388, -3.24285], [3.20148, -0.21056, -1.67402], [1.98606, -1.38597, 0.22670], [-1.57282, -1.54242, 0.87956], [-0.04749, -2.14681, 1.42729], [-2.48234, 0.29347, 2.54321], [1.13134, 2.36082, 2.93935]],
  "atomic_forces_ev_per_a": [[2.8, 0.2, -0.6], [-2.5, -0.1, 1.3], [2.6, -1.6, 0.8], [-1.3, 0.5, 0.7], [3.7, -0.8, 1.2], [-3.4, 1.4, 0.2], [0.8, -0.5, -1.7], [-1.6, 0.1, 0.8], [0.1, 0.9, 0.4], [0.8, -1.2, -2.3], [-1.5, -1.0, 1.3], [1.4, 0.3, -1.3], [-1.8, -1.1, 0.8], [-2.2, -0.3, 1.1], [-0.2, 0.6, -1.3], [-1.2, -0.5, -0.3], [0.3, -0.2, 0.0], [0.1, 0.2, 0.3], [-0.2, 0.3, -0.2], [0.2, 0.9, -0.7], [2.2, 0.6, -0.5], [1.0, 1.3, 0.2]],
  "lowdin_charge": [0.16, -0.17, -0.16, -0.06, -0.06, -0.02, -0.06, -0.15, -0.05, -0.11, -0.20, 0.07, -0.20, 0.11, 0.10, 0.11, 0.10, 0.11, 0.10, 0.13, 0.16, 0.08],
  "total_charge": 0,
  "gap_ev": 9.48,
  "smiles": "N#Cc1ccccc1Cn1cncn1",
  "e_homo_ev": -9.71
}



Quick rundown of molar mass, same order as above: 179.17; 197.16; 225.70; 142.18; 156.19; 156.19; 172.19; 184.20 g/mol